[1]
The following is a DFT calculation (ωB97M-V/def2-TZVPD) of a 3-piece molecular cluster, C33H58IN9O6S overall.

Atoms and positions in Å:
H1 -7.901 -1.482 4.633
N1 -7.658 -0.535 4.355
C1 -7.391 -0.505 3.121
N2 -7.439 -1.653 2.272
N3 -7.004 0.725 2.530
C2 -5.834 0.569 1.673
C3 -5.415 1.878 1.009
C4 -4.539 1.567 -0.215
C5 -3.460 2.585 -0.545
C6 -2.288 2.603 0.404
N4 -2.462 2.164 1.617
C7 -1.387 2.208 2.451
C8 -1.558 1.758 3.792
N5 -2.844 1.357 4.181
C9 -0.484 1.778 4.670
I1 -0.739 1.139 6.653
C10 0.800 2.254 4.236
C11 1.963 2.326 5.195
C12 2.003 3.736 5.828
C13 2.758 3.730 7.137
N6 1.983 3.619 8.336
O1 3.946 3.818 7.190
C14 0.961 2.690 2.927
C15 2.292 3.195 2.423
C16 3.261 2.085 1.949
C17 2.572 0.865 1.327
C18 2.287 -0.278 2.333
C19 3.056 -1.567 2.006
C20 4.426 -1.595 2.695
C21 5.107 -2.953 2.583
C22 -0.140 2.672 2.019
N7 0.040 3.130 0.746
C23 -1.014 3.106 -0.020
C24 -0.826 3.619 -1.421
C25 -0.381 2.482 -2.360
C26 1.089 2.129 -2.105
C27 1.474 0.667 -2.348
S1 0.353 -0.472 -1.597
O2 -0.668 -0.806 -2.547
O3 -0.140 0.022 -0.339
O4 1.263 -1.755 -1.340
H2 -8.087 -2.343 2.612
H3 -6.533 -2.048 2.072
H4 -7.777 1.074 1.974
H5 -5.994 -0.147 0.858
H6 -4.982 0.183 2.236
H7 -6.335 2.380 0.699
H8 -4.915 2.523 1.723
H9 -4.132 0.559 -0.151
H10 -5.211 1.544 -1.075
H11 -3.874 3.593 -0.628
H12 -3.086 2.347 -1.540
H13 -3.339 0.939 3.402
H14 -2.814 0.667 4.921
H15 2.887 2.121 4.667
H16 1.840 1.616 6.004
H17 2.430 4.483 5.167
H18 0.969 4.034 6.002
H19 1.961 2.634 8.590
H20 1.022 3.857 8.114
H21 2.796 3.776 3.190
H22 2.151 3.875 1.591
H23 3.962 1.777 2.723
H24 3.881 2.526 1.167
H25 3.283 0.459 0.601
H26 1.683 1.141 0.771
H27 2.603 0.057 3.318
H28 1.221 -0.503 2.314
H29 2.492 -2.412 2.410
H30 3.185 -1.709 0.933
H31 5.048 -0.824 2.238
H32 4.259 -1.349 3.742
H33 4.725 -3.640 3.334
H34 4.958 -3.394 1.598
H35 6.181 -2.863 2.732
H36 -0.045 4.375 -1.361
H37 -1.714 4.107 -1.813
H38 -1.043 1.629 -2.254
H39 -0.468 2.873 -3.372
H40 1.701 2.719 -2.786
H41 1.407 2.403 -1.103
H42 2.449 0.505 -1.886
H43 1.596 0.424 -3.401
H44 0.894 -2.163 -0.540
C28 1.131 -2.313 -7.715
N8 1.849 -1.532 -6.714
C29 1.552 -0.313 -6.223
C30 0.317 0.373 -6.754
O5 2.265 0.212 -5.370
H45 0.824 -3.274 -7.287
H46 1.794 -2.512 -8.558
H47 0.257 -1.776 -8.069
H48 2.684 -1.930 -6.315
H49 0.217 1.336 -6.261
H50 0.400 0.536 -7.829
H51 -0.572 -0.222 -6.544
C31 2.203 -8.386 -6.170
N9 1.936 -7.192 -6.951
C32 1.080 -6.180 -6.672
C33 0.283 -6.268 -5.393
O6 0.969 -5.232 -7.439
H52 3.258 -8.422 -5.897
H53 1.969 -9.274 -6.760
H54 1.606 -8.399 -5.265
H55 2.435 -7.070 -7.818
H56 -0.349 -5.389 -5.317
H57 -0.351 -7.156 -5.396
H58 0.945 -6.300 -4.528

Computed properties:
**E**: -79795.4443 eV
**ΔE to the lowest compared entry with this formula, charge and spin**: 0.0000 eV
**E_LUMO**: 0.126 eV
**HOMO-LUMO gap**: 7.94 eV
**SMILES**: [H]/N=C(\N)NCCCCc1nc2c(N)c(I)c(CCC(N)=O)c(CCCCCCC)c2nc1CCCCS(=O)(=O)O.CNC(C)=O.CNC(C)=O
**Multiplicity**: 1


[2]
The following is a DFT calculation (ωB97M-V/def2-TZVPD) of C33H60BN11O8P2Sr as an isolated structure.

Atoms and positions in Å:
Sr1 -0.146 -0.193 1.011
C1 3.608 -1.182 3.927
C2 2.907 -2.367 3.251
C3 3.068 -2.334 1.740
C4 1.479 -2.447 3.712
C5 1.072 -2.996 4.935
C6 -0.277 -2.752 4.993
N1 -0.643 -2.111 3.871
N2 0.433 -1.929 3.060
B1 -2.105 -1.716 3.575
N3 -2.351 -0.193 3.660
C7 -3.139 0.375 4.589
C8 -3.122 1.739 4.403
C9 -2.282 1.934 3.296
N4 -1.832 0.761 2.856
C10 -1.863 3.217 2.631
C11 -2.484 3.352 1.240
C12 -2.209 4.425 3.497
N5 -2.621 -2.355 2.273
C13 -3.551 -3.325 2.243
C14 -3.818 -3.635 0.931
C15 -2.996 -2.768 0.192
N6 -2.267 -2.008 1.012
C16 -2.969 -2.591 -1.297
C17 -3.017 -3.923 -2.041
C18 -4.143 -1.703 -1.723
H1 4.653 -1.126 3.611
H2 3.588 -1.290 5.012
H3 3.109 -0.246 3.670
H4 3.388 -3.282 3.610
H5 2.585 -1.463 1.292
H6 2.654 -3.228 1.273
H7 4.129 -2.280 1.484
H8 1.688 -3.486 5.670
H9 -1.010 -2.987 5.745
H10 -2.757 -2.195 4.465
H11 -3.645 -0.234 5.318
H12 -3.637 2.486 4.981
H13 -0.773 3.172 2.519
H14 -3.572 3.416 1.312
H15 -2.251 2.497 0.603
H16 -2.121 4.253 0.741
H17 -3.289 4.504 3.637
H18 -1.874 5.346 3.018
H19 -1.742 4.362 4.480
H20 -3.954 -3.718 3.161
H21 -4.518 -4.363 0.560
H22 -2.031 -2.088 -1.548
H23 -3.917 -4.481 -1.774
H24 -2.147 -4.537 -1.813
H25 -3.055 -3.751 -3.119
H26 -5.088 -2.218 -1.531
H27 -4.096 -1.478 -2.791
H28 -4.153 -0.764 -1.172
C19 0.418 6.054 1.362
O1 0.777 5.580 0.066
P1 1.137 3.976 -0.064
O2 1.182 3.957 -1.690
C20 -0.061 4.095 -2.375
O3 2.735 3.962 0.198
C21 3.623 4.797 -0.551
H29 0.944 6.991 1.540
H30 0.691 5.346 2.150
H31 -0.657 6.233 1.406
H32 0.109 3.801 -3.407
H33 -0.404 5.130 -2.344
H34 -0.832 3.454 -1.934
H35 4.545 4.877 0.022
H36 3.196 5.789 -0.696
H37 3.827 4.349 -1.523
C22 1.214 1.133 -4.825
C23 -0.136 0.883 -5.490
C24 -0.907 2.170 -5.774
C25 -0.983 -0.105 -4.689
N7 -1.286 0.356 -3.338
C26 -0.590 0.147 -2.225
N8 -1.282 0.617 -1.211
N9 -2.401 1.162 -1.740
N10 -2.411 1.011 -3.011
H38 1.818 1.809 -5.433
H39 1.774 0.206 -4.693
H40 1.118 1.586 -3.838
H41 0.039 0.382 -6.449
H42 -1.165 2.693 -4.851
H43 -1.840 1.960 -6.300
H44 -0.312 2.845 -6.390
H45 -0.463 -1.056 -4.569
H46 -1.939 -0.290 -5.177
H47 0.387 -0.309 -2.205
O4 2.741 0.323 -2.266
C27 2.949 0.622 -1.098
C28 4.329 0.930 -0.517
C29 4.050 1.205 0.957
C30 2.550 0.990 1.060
O5 1.886 1.034 2.103
N11 1.991 0.711 -0.137
H48 4.765 1.770 -1.058
H49 4.976 0.067 -0.684
H50 4.261 2.227 1.266
H51 4.565 0.534 1.646
C31 3.343 -2.941 -1.776
O6 2.207 -3.718 -1.352
P2 0.790 -2.923 -1.229
O7 -0.132 -4.172 -0.783
C32 -0.136 -4.584 0.591
O8 0.318 -2.806 -2.775
C33 0.331 -3.941 -3.654
H52 3.909 -3.551 -2.477
H53 3.965 -2.710 -0.913
H54 3.048 -2.010 -2.262
H55 -1.044 -5.164 0.741
H56 -0.153 -3.722 1.262
H57 0.740 -5.199 0.799
H58 0.974 -3.710 -4.502
H59 -0.686 -4.121 -3.997
H60 0.702 -4.831 -3.148

Computed properties:
**E**: -88064.9153 eV
**ΔE to the lowest compared entry with this formula, charge and spin**: 0.4628 eV
**E_LUMO**: 0.605 eV
**HOMO-LUMO gap**: 9.12 eV
**Multiplicity**: 1